19
Properties=species:S:1:pos:R:3:forces:R:3 method="wB97M-V/def2-TZVPD" spin_multiplicity=3 gap_ha="0.2889 / 0.2362" relative_energy_kcal_mol=47.57
C -0.870444 -4.065591 -0.231122 0.49 1.76 0.31
C -0.496714 -2.918447 -0.233330 0.05 0.06 -0.57
C -0.981400 -0.728434 -1.134909 -1.11 0.38 0.67
C -0.127416 -1.545464 -0.509123 -0.06 -1.25 -0.65
C 1.269605 -1.032023 -0.328714 -3.35 3.82 0.56
C 1.305501 0.296309 -1.182942 1.31 1.06 1.83
C -0.534101 2.947221 2.388806 1.36 -0.18 -0.41
P -0.411224 0.972696 -1.053774 0.41 -0.13 -1.25
S -0.944859 2.339143 -2.374827 0.10 -0.50 0.40
S 0.027697 1.251845 2.087150 -0.04 0.32 1.15
H -1.309180 -4.994936 -0.114577 -0.35 -1.25 0.07
H -1.989259 -1.051336 -1.339925 -0.20 0.14 -0.06
H 1.412889 -0.860630 0.726236 0.56 0.16 0.34
H 1.930244 -1.650426 -0.719670 3.18 -3.16 -1.38
H 2.080540 1.029951 -0.727573 -1.19 -1.17 -1.09
H 1.483794 0.086667 -2.253800 0.11 0.15 0.58
H -0.836198 3.335976 3.366116 0.09 -0.77 -0.06
H -1.286650 3.016293 1.649468 -1.23 0.56 -0.62
H 0.277177 3.571185 1.986511 -0.14 0.02 0.18